Record 1
# C38H49BrN4O4RuS3Si

A structure of composition C38H49BrN4O4RuS3Si in a non-equilibrium geometry (wB97M-V/def2-TZVPD, the Open Molecules 2025 dataset).

The HOMO-LUMO gap (spin up / spin down) is 5.13 / 6.78 eV. Its molar mass is 931.1 u. Its multiplicity is 2. As for the charge: +1. As for the highest occupied orbital energy (spin up / spin down): -10.43 / -10.40 eV. Its expectation value of S² is 1.145. The value obtained for the electronic energy is -6150.110344 Eh.

Each line ends with the Mulliken spin population.
Geometry (Å):
Ru1 1.542 0.193 -0.562  1.452
S1 2.366 -2.136 -2.134  -0.484
C1 1.662 -1.067 -3.233  0.021
N1 1.042 0.012 -2.824  -0.057
C2 0.577 0.784 -3.848  -0.001
C3 -0.098 1.999 -3.712  -0.005
C4 -0.495 2.654 -4.855  0.002
C5 -0.237 2.115 -6.124  -0.007
C6 0.427 0.913 -6.273  0.002
C7 0.840 0.248 -5.125  -0.004
S2 1.709 -1.248 -4.976  -0.006
H1 -0.278 2.387 -2.718  0.000
H2 -1.014 3.599 -4.778  0.000
H3 -0.564 2.653 -7.003  -0.001
H4 0.626 0.502 -7.253  0.000
O1 3.889 0.072 -0.667  0.037
C8 4.746 0.816 -1.146  0.000
C9 4.555 2.078 -1.788  -0.023
C10 5.680 2.747 -2.284  0.004
C11 5.545 3.928 -2.963  -0.003
C12 4.270 4.477 -3.201  0.002
C13 3.160 3.856 -2.715  0.004
C14 3.246 2.655 -1.938  0.008
O2 2.193 2.187 -1.403  0.060
N2 6.729 4.617 -3.453  0.000
O3 6.562 5.642 -4.088  -0.001
O4 7.816 4.128 -3.197  0.000
H5 5.795 0.479 -1.100  0.006
H6 6.672 2.341 -2.133  0.000
H7 4.203 5.396 -3.766  0.000
H8 2.169 4.255 -2.884  0.000
S3 2.685 0.569 4.114  0.000
C15 2.366 0.988 2.476  0.011
N3 2.327 0.008 1.641  -0.017
C16 2.580 -1.206 2.255  0.001
C17 2.663 -2.450 1.631  0.000
C18 2.940 -3.555 2.407  -0.004
C19 3.139 -3.440 3.787  0.000
C20 3.073 -2.215 4.418  0.000
C21 2.794 -1.099 3.638  0.001
H9 2.224 2.018 2.188  -0.001
H10 2.534 -2.525 0.560  -0.010
H11 3.014 -4.528 1.941  0.000
H12 3.367 -4.324 4.368  0.000
H13 3.242 -2.118 5.482  0.000
C22 -0.926 5.071 0.932  0.000
C23 -0.291 4.015 1.851  0.001
C24 1.037 4.533 2.429  0.000
C25 -1.259 3.634 2.983  0.001
C26 -0.036 2.816 1.056  -0.004
N4 0.124 1.858 0.445  0.008
H14 -1.206 5.939 1.529  0.000
H15 -1.822 4.680 0.451  0.000
H16 -0.224 5.390 0.162  0.000
H17 0.889 5.546 2.802  0.000
H18 1.819 4.561 1.669  0.000
H19 1.370 3.913 3.262  0.000
H20 -1.436 4.508 3.609  0.000
H21 -0.843 2.839 3.603  0.000
H22 -2.214 3.296 2.579  0.000
C27 -3.205 -4.996 1.390  -0.001
C28 -1.976 -4.086 1.230  0.002
C29 -1.220 -4.028 2.567  0.000
C30 -1.019 -4.725 0.211  -0.006
Si1 -2.561 -2.327 0.693  -0.008
Br1 -0.404 -1.406 -0.075  0.010
C31 -3.038 -1.120 2.123  0.001
C32 -3.608 0.198 1.579  0.001
C33 -1.830 -0.750 3.000  0.002
C34 -4.111 -1.789 2.999  -0.001
C35 -3.617 -2.202 -0.914  -0.004
C36 -3.154 -3.245 -1.944  0.000
C37 -3.502 -0.825 -1.587  0.004
C38 -5.092 -2.469 -0.574  0.000
H23 -2.884 -5.970 1.766  0.000
H24 -3.713 -5.159 0.438  0.000
H25 -3.930 -4.585 2.097  0.000
H26 -0.825 -5.022 2.792  0.000
H27 -1.869 -3.738 3.393  0.000
H28 -0.374 -3.340 2.514  0.000
H29 -0.790 -5.743 0.536  0.000
H30 -0.081 -4.174 0.152  0.007
H31 -1.444 -4.783 -0.789  0.000
H32 -2.895 0.697 0.920  0.001
H33 -3.817 0.866 2.419  0.000
H34 -4.546 0.048 1.044  0.000
H35 -1.049 -0.266 2.411  0.001
H36 -1.398 -1.615 3.500  0.000
H37 -2.156 -0.047 3.771  0.000
H38 -4.992 -2.066 2.416  0.000
H39 -4.429 -1.094 3.779  0.000
H40 -3.733 -2.688 3.488  0.000
H41 -2.094 -3.129 -2.176  0.000
H42 -3.717 -3.103 -2.870  0.000
H43 -3.336 -4.264 -1.602  0.000
H44 -2.466 -0.583 -1.828  -0.003
H45 -3.911 -0.026 -0.973  0.000
H46 -4.067 -0.844 -2.522  0.000
H47 -5.230 -3.441 -0.096  0.000
H48 -5.680 -2.460 -1.495  0.000
H49 -5.502 -1.705 0.089  0.000

Cartesian forces (eV/Å) of the 3 atoms listed first:
Ru 0.7764 -0.1269 -1.4769
S 0.0291 0.6353 1.2254
C -0.3967 0.3747 -0.8582

***

Record 2
# C38H49ClF6N2O7PS2Se2Si2TeW

A structure of composition C38H49ClF6N2O7PS2Se2Si2TeW in a non-equilibrium geometry (wB97M-V/def2-TZVPD, the Open Molecules 2025 dataset).

The HOMO-LUMO gap (spin up / spin down) is 5.87 / 5.83 eV. Its molar mass is 1415.9 u. Its multiplicity is 1. As for the charge: -1. As for the highest occupied orbital energy (spin up / spin down): -5.20 / -5.20 eV. The value obtained for the electronic energy is -10027.881557 Eh.

Each line ends with the Mulliken charge.
Geometry (Å):
W1 0.891 -0.573 0.244  -0.273
Se1 -1.050 0.581 0.596  -0.165
P1 -1.637 -2.127 2.524  -0.367
Se2 -0.021 -2.681 1.030  0.212
C1 -3.121 -1.924 1.461  0.372
C2 -4.120 -1.097 1.975  -0.560
C3 -5.289 -0.870 1.263  -0.677
C4 -5.458 -1.453 0.015  -0.563
C5 -4.461 -2.262 -0.512  -0.674
C6 -3.299 -2.498 0.207  -0.382
C7 -1.968 -3.807 3.212  0.749
C8 -1.691 -5.022 2.589  0.043
C9 -1.986 -6.222 3.221  -0.864
C10 -2.570 -6.227 4.480  -0.454
C11 -2.853 -5.024 5.110  -0.639
C12 -2.545 -3.825 4.482  -0.506
H1 -3.973 -0.614 2.935  0.412
H2 -6.055 -0.226 1.674  0.416
H3 -6.361 -1.265 -0.552  0.395
H4 -4.578 -2.703 -1.494  0.841
H5 -2.524 -3.117 -0.226  0.332
H6 -1.240 -5.052 1.605  0.234
H7 -1.757 -7.156 2.723  0.438
H8 -2.796 -7.165 4.970  0.373
H9 -3.300 -5.015 6.096  0.389
H10 -2.748 -2.888 4.989  0.370
C13 4.410 -2.292 1.730  -1.287
N1 3.069 -2.778 1.989  1.219
C14 3.053 -4.217 2.154  -1.238
C15 2.465 -2.150 3.141  -1.196
C16 2.370 -0.643 3.088  0.349
C17 3.048 0.020 4.122  -0.745
C18 2.982 1.384 4.301  -0.821
C19 2.185 2.126 3.440  -0.951
C20 1.527 1.495 2.409  0.510
C21 1.606 0.107 2.165  1.522
H11 5.090 -2.478 2.581  0.331
H12 4.391 -1.222 1.523  0.301
H13 4.810 -2.801 0.851  0.301
H14 3.643 -4.535 3.034  0.359
H15 3.459 -4.701 1.268  0.358
H16 2.026 -4.562 2.295  0.137
H17 3.011 -2.416 4.065  0.436
H18 1.460 -2.567 3.251  -0.098
H19 3.644 -0.576 4.804  0.335
H20 3.533 1.857 5.104  0.358
H21 2.086 3.199 3.557  0.466
H22 0.925 2.106 1.747  0.072
F1 3.523 -2.887 -4.050  -0.181
C22 3.755 -2.417 -2.839  0.419
F2 3.836 -1.095 -2.883  -0.110
F3 4.886 -2.910 -2.371  -0.206
S1 2.398 -2.859 -1.634  0.255
O1 2.604 -1.834 -0.620  -0.780
O2 1.071 -2.900 -2.184  -0.918
N2 2.862 -4.224 -1.015  0.100
S2 2.705 -5.567 -1.855  0.941
O3 2.458 -5.328 -3.248  -0.596
O4 3.699 -6.515 -1.465  -0.710
C23 1.124 -6.278 -1.212  0.705
F4 0.931 -7.478 -1.768  -0.243
F5 0.080 -5.505 -1.501  -0.190
F6 1.175 -6.434 0.117  -0.218
O5 -1.415 -2.014 -1.935  -0.216
C24 -1.835 -0.995 -2.727  0.465
C25 -3.204 -0.900 -2.963  0.058
C26 -3.702 0.113 -3.763  -0.805
C27 -2.843 1.030 -4.361  -0.778
C28 -1.483 0.931 -4.125  -0.598
C29 -0.968 -0.057 -3.292  0.757
C30 0.498 -0.035 -2.963  0.122
O6 1.361 0.023 -3.796  -0.640
O7 0.701 -0.174 -1.666  1.463
H23 -0.461 -2.168 -2.024  0.174
H24 -3.857 -1.625 -2.496  0.156
H25 -4.770 0.180 -3.931  0.427
H26 -3.233 1.814 -4.997  0.403
H27 -0.788 1.635 -4.567  0.518
C31 -3.707 5.884 0.202  -1.109
Si1 -2.087 4.977 0.523  0.367
C32 -0.868 6.252 1.174  -1.143
C33 -2.382 3.696 1.858  -0.711
C34 -1.562 4.186 -1.091  -0.765
Te1 0.307 3.109 -1.118  -0.738
C35 1.486 4.905 -1.131  -0.316
Si2 2.016 5.315 -2.882  0.217
C36 3.061 6.881 -2.866  -1.086
C37 3.016 3.900 -3.587  -0.827
C38 0.501 5.650 -3.941  -0.956
H28 -4.062 6.402 1.097  0.298
H29 -4.490 5.189 -0.111  0.308
H30 -3.585 6.626 -0.591  0.286
H31 -1.276 6.716 2.076  0.387
H32 -0.690 7.045 0.444  0.304
H33 0.094 5.808 1.436  0.330
H34 -2.959 4.147 2.670  0.418
H35 -1.451 3.307 2.277  0.151
H36 -2.949 2.843 1.479  0.135
H37 -1.562 4.915 -1.906  0.448
H38 -2.312 3.431 -1.357  0.404
H39 2.356 4.699 -0.505  0.476
H40 0.891 5.692 -0.672  -0.110
H41 3.989 6.734 -2.309  0.305
H42 2.517 7.707 -2.401  0.301
H43 3.328 7.186 -3.881  0.298
H44 3.771 3.563 -2.872  0.271
H45 3.526 4.215 -4.501  0.378
H46 2.398 3.031 -3.820  0.174
H47 -0.051 6.517 -3.565  0.288
H48 -0.180 4.796 -3.954  0.225
H49 0.790 5.861 -4.974  0.388
Cl1 2.735 1.161 -0.305  -0.339

Cartesian forces (eV/Å) of the 3 atoms listed first:
W -0.5711 2.1505 -0.4138
Se 0.9025 -0.6480 -0.0054
P -0.0763 -0.1240 -0.0548